Entry from the OMol25 dataset: an isolated molecule of C5H6FNO at a distorted geometry (ωB97M-V/def2-TZVPD).

```
! wB97M-V def2-TZVPD RIJCOSX def2/J DEFGRID3
* xyz 0 1
C -0.828 -0.916 0.141
C -1.049 0.417 -0.087
C 1.439 -0.364 -0.298
C -2.555 0.945 -0.019
C 2.833 -0.781 0.049
N -0.068 1.379 -0.153
O 1.150 0.868 -0.231
F -1.455 -1.977 -0.306
H -2.637 1.159 0.998
H -2.574 1.828 -0.538
H -3.394 0.335 -0.428
H 3.035 -1.607 -0.606
H 3.503 0.089 0.431
H 2.600 -1.376 1.045
*
```

The value obtained for the maximum force is 0.07694 hartree/bohr. As for the highest occupied orbital energy (spin up / spin down): -8.155 / -8.155 eV. The LUMO energy (spin up / spin down) is 0.11 / 0.11 eV. The energy above the lowest of the compared OMol25 structures with the same formula, charge and spin comes out at 850.4 kJ/mol.

Entry from the OMol25 dataset: an isolated molecule of C4H4O2S at a distorted geometry (ωB97M-V/def2-TZVPD).

```
! wB97M-V def2-TZVPD RIJCOSX def2/J DEFGRID3
* xyz 0 1
C -2.393 -0.300 0.972
C -0.089 -0.827 0.741
C -2.007 -2.541 1.562
C 0.712 0.097 -0.033
O -2.286 -3.511 2.187
O -2.632 -1.617 1.039
S -0.089 -2.402 1.137
H -2.779 0.144 0.016
H 1.736 -0.227 0.399
H 0.184 1.033 0.120
H 0.518 -0.129 -1.076
*
```

The value obtained for the maximum force is 0.09339 hartree/bohr. As for the highest occupied orbital energy: -7.628 eV. The LUMO energy is -0.85 eV. The energy above the lowest of the compared OMol25 structures with the same formula, charge and spin comes out at 671.1 kJ/mol.

Entry from the OMol25 dataset: a structure of composition AsF6H16O8 (ωB97M-V/def2-TZVPD).

```
! wB97M-V def2-TZVPD RIJCOSX def2/J DEFGRID3
* xyz -1 1
As 0.497 -0.411 -0.122
F 1.826 -0.445 0.944
F 1.577 -0.396 -1.488
F -0.816 -0.437 -1.276
F -0.607 -0.392 1.204
F 0.439 1.322 -0.193
F 0.346 -2.152 -0.061
O -2.483 1.762 0.470
H -2.638 0.819 0.368
H -2.017 2.009 -0.342
O -1.890 -4.008 -0.635
H -1.246 -4.708 -0.501
H -1.354 -3.211 -0.715
O 1.741 -3.246 2.623
H 1.240 -2.996 1.838
H 2.374 -3.896 2.308
O -0.763 3.676 1.741
H -1.187 3.777 2.596
H -1.346 3.070 1.259
O -2.317 0.360 -3.490
H -1.676 0.257 -2.775
H -2.535 1.296 -3.472
O 4.292 -0.457 -1.502
H 3.329 -0.382 -1.554
H 4.463 -1.395 -1.608
O 0.754 0.738 3.569
H 1.567 0.238 3.674
H 0.397 0.417 2.732
O -0.997 3.034 -1.695
H -0.288 2.481 -1.325
H -0.682 3.277 -2.569
*
```

The value obtained for the maximum force is 0.01637 hartree/bohr. As for the highest occupied orbital energy: -7.831 eV. The LUMO energy is 2.84 eV. The energy above the lowest of the compared OMol25 structures with the same formula, charge and spin comes out at 10.5 kJ/mol.

Entry from the OMol25 dataset: a cluster of 2 separate species, C11H17BN2O8 in total at a distorted geometry (ωB97M-V/def2-TZVPD).

```
! wB97M-V def2-TZVPD RIJCOSX def2/J DEFGRID3
* xyz 0 1
N 0.676 3.257 -0.072
C 0.257 2.113 -0.971
C -1.322 1.934 -0.757
O -1.671 2.047 0.664
C -1.957 0.646 -1.472
C -1.009 -0.635 -1.495
C -0.693 -1.263 -2.899
N 0.133 -2.458 -3.010
C 0.720 -3.129 -1.870
C 0.506 -2.630 -0.407
C 1.149 -3.408 0.839
B -0.049 -4.370 1.446
O -1.398 -3.858 1.411
O 0.173 -5.690 1.961
C -0.397 -1.346 -0.263
C -0.656 -0.793 1.211
O -1.755 -0.906 1.805
O 0.439 -0.102 1.823
H -0.030 4.020 -0.139
H 1.547 3.689 -0.424
H 0.873 1.169 -0.792
H 0.408 2.520 -2.049
H -1.821 2.857 -1.251
H -2.502 1.512 0.739
H -2.956 0.332 -1.006
H -2.195 0.936 -2.562
H -1.149 -0.795 -3.848
H 0.280 -2.837 -3.965
H 1.332 -4.063 -2.084
H 1.956 -4.150 0.464
H 1.592 -2.702 1.619
H -1.669 -3.534 2.303
H -0.744 -6.042 2.114
H 1.134 0.028 1.123
C 2.069 5.917 2.447
O 0.954 5.521 2.004
O 2.993 4.912 2.430
O 2.432 7.026 2.875
H 2.352 4.275 2.058
*
```

The value obtained for the maximum force is 0.10306 hartree/bohr. As for the highest occupied orbital energy: -5.546 eV. The LUMO energy is -3.48 eV.

Entry from the OMol25 dataset: a structure of composition C42H58Cl2F2GeN5O9Si3Ti at a distorted geometry (ωB97M-V/def2-TZVPD).

```
! wB97M-V def2-TZVPD RIJCOSX def2/J DEFGRID3
* xyz 1 1
Ti -0.555 0.815 -0.463
Cl -6.659 4.270 -0.290
C -5.261 3.276 -0.117
C -4.892 2.892 1.172
C -3.798 2.062 1.311
Cl -3.279 1.544 2.867
C -3.057 1.608 0.224
O -2.081 0.738 0.385
C -3.372 2.114 -1.079
C -2.478 1.901 -2.139
O -1.331 1.288 -2.016
C -4.533 2.906 -1.221
H -5.433 3.242 2.034
H -2.696 2.305 -3.125
H -4.827 3.253 -2.199
C -2.875 -1.908 5.593
C -1.674 -1.003 5.855
C -2.078 0.124 6.803
C -0.863 0.962 7.162
C -0.242 1.479 5.901
C 0.482 2.657 5.926
C 1.034 3.161 4.757
F 1.752 4.297 4.800
C 0.871 2.509 3.561
C 0.159 1.307 3.517
C 0.037 0.627 2.241
O 0.503 1.135 1.178
C -0.659 -0.611 2.285
C -1.233 -1.046 3.453
N -1.117 -0.414 4.630
C -0.413 0.774 4.694
C -0.898 -1.369 1.018
O -1.681 -2.297 0.985
O -0.189 -1.004 -0.016
H -3.349 -2.131 6.545
H -2.599 -2.859 5.144
H -3.602 -1.403 4.961
H -0.873 -1.597 6.317
H -2.529 -0.302 7.697
H -2.818 0.749 6.301
H -0.136 0.354 7.711
H -1.149 1.789 7.812
H 0.618 3.194 6.853
H 1.270 2.889 2.635
H -1.817 -1.951 3.421
C -0.670 -1.042 -6.024
Si 0.142 -0.202 -4.495
C 1.981 -0.766 -4.382
C 0.091 1.675 -4.832
Ge -0.953 -1.093 -2.437
Si -3.426 -1.267 -2.725
C -4.344 -1.292 -1.046
C -4.173 -0.007 -3.975
C -3.728 -2.947 -3.603
Si -0.121 -3.492 -2.259
C -0.136 -4.115 -4.076
C -1.293 -4.555 -1.184
C 1.657 -4.033 -1.696
H -0.463 -0.477 -6.927
H -1.748 -1.114 -5.922
H -0.290 -2.045 -6.179
H 2.474 -0.716 -5.347
H 2.048 -1.792 -4.028
H 2.534 -0.131 -3.695
H 0.837 1.966 -5.568
H 0.292 2.249 -3.932
H -0.879 1.978 -5.216
H -3.727 -0.859 -0.260
H -4.569 -2.314 -0.754
H -5.277 -0.735 -1.081
H -4.758 0.764 -3.482
H -4.835 -0.518 -4.667
H -3.405 0.480 -4.569
H -3.312 -3.789 -3.065
H -3.296 -2.950 -4.599
H -4.792 -3.127 -3.714
H -1.033 -3.802 -4.594
H -0.102 -5.198 -4.114
H 0.715 -3.746 -4.635
H -2.117 -4.967 -1.756
H -1.714 -3.947 -0.390
H -0.778 -5.391 -0.721
H 2.455 -3.500 -2.209
H 1.780 -5.087 -1.935
H 1.793 -3.934 -0.623
C 4.167 -2.569 1.226
C 2.747 -2.067 1.597
N 2.523 -0.760 1.029
C 3.394 0.203 1.661
C 4.863 -0.253 1.518
N 4.879 -1.427 0.604
C 4.238 -1.085 -0.691
C 2.747 -0.778 -0.402
H 4.129 -3.393 0.511
H 4.722 -2.897 2.106
H 2.636 -1.995 2.680
H 1.982 -2.750 1.229
H 3.119 0.296 2.712
H 3.227 1.169 1.189
H 5.285 -0.560 2.476
H 5.491 0.528 1.088
H 5.853 -1.680 0.424
H 4.352 -1.928 -1.375
H 4.771 -0.226 -1.102
H 2.086 -1.536 -0.827
H 2.453 0.192 -0.813
F 5.159 3.082 1.405
C 4.487 3.211 0.242
C 3.343 3.930 0.185
N 2.635 4.045 -0.970
C 1.220 4.318 -0.906
C 0.473 2.973 -0.784
O -0.632 2.962 -0.231
O 1.027 1.926 -1.210
C 3.091 3.508 -2.167
O 2.515 3.642 -3.211
N 4.282 2.813 -2.058
C 4.957 2.469 -0.900
O 5.784 1.567 -0.883
H 2.945 4.422 1.060
H 0.902 4.825 -1.820
H 0.988 4.931 -0.035
H 4.621 2.405 -2.923
*
```

The value obtained for the maximum force is 0.06665 hartree/bohr. As for the highest occupied orbital energy (spin up / spin down): -8.332 / -8.780 eV. The LUMO energy (spin up / spin down) is -2.88 / -2.78 eV.

Entry from the OMol25 dataset: a structure of composition C34H29BClF4N3O5ReS4SbTe at a distorted geometry (ωB97M-V/def2-TZVPD).

```
! wB97M-V def2-TZVPD RIJCOSX def2/J DEFGRID3
* xyz 1 2
Re 13.830 13.880 12.773
O 10.707 14.885 17.807
C 11.212 16.040 17.382
O 10.961 17.095 17.915
C 12.150 15.945 16.240
C 12.979 16.969 15.804
Cl 13.295 18.388 16.601
N 13.657 16.536 14.730
N 13.242 15.320 14.342
C 12.335 14.944 15.244
C 11.764 13.594 15.160
O 11.194 12.973 16.081
O 11.972 12.997 13.973
C 14.519 17.407 13.937
C 15.839 17.472 14.290
C 16.666 18.356 13.649
C 16.165 19.128 12.647
C 14.800 19.036 12.310
C 13.915 18.117 12.916
H 10.951 14.092 17.228
H 16.230 16.792 15.097
H 17.697 18.452 13.992
H 16.710 19.912 12.192
H 14.492 19.626 11.454
H 12.882 17.956 12.693
S 18.481 15.295 13.256
Sb 17.392 13.689 12.210
S 15.508 13.039 13.774
S 15.050 14.914 11.272
S 18.039 12.138 10.771
F 10.683 13.048 10.897
B 11.047 14.396 10.765
F 11.829 14.630 9.654
F 10.046 15.303 10.925
F 11.888 14.764 12.058
C 7.058 9.510 17.764
C 8.226 9.888 16.839
C 9.307 9.035 16.573
C 10.235 9.361 15.563
C 11.334 8.384 15.241
C 10.039 10.576 14.886
Te 11.132 11.240 13.332
N 13.371 12.693 11.335
C 13.887 12.891 10.182
O 14.746 13.881 9.927
C 13.661 11.898 9.085
C 12.446 11.191 9.196
C 12.194 10.227 8.201
C 13.059 10.052 7.148
C 14.253 10.724 7.111
C 14.578 11.717 8.028
C 12.970 10.208 13.441
C 13.343 9.670 12.215
C 14.529 9.007 12.085
C 15.404 8.992 13.129
C 15.105 9.642 14.345
C 13.851 10.261 14.564
C 13.533 10.965 15.869
C 8.984 11.453 15.168
C 8.789 12.712 14.419
C 8.108 11.083 16.170
H 7.199 8.559 18.295
H 6.087 9.502 17.235
H 6.816 10.220 18.639
H 9.374 8.099 17.076
H 11.294 7.392 15.734
H 12.347 8.675 15.470
H 11.340 8.179 14.166
H 11.796 11.475 10.002
H 11.276 9.695 8.255
H 12.862 9.294 6.375
H 14.860 10.580 6.246
H 15.534 12.194 8.018
H 12.631 9.816 11.381
H 14.779 8.569 11.137
H 16.363 8.473 12.979
H 15.827 9.586 15.198
H 14.128 10.491 16.676
H 12.469 10.890 16.167
H 13.733 12.026 15.788
H 8.306 12.686 13.451
H 9.660 13.302 14.335
H 8.134 13.345 15.035
H 7.263 11.748 16.364
*
```

The expectation value of S² is 0.779. The value obtained for the maximum force is 0.06081 hartree/bohr. As for the highest occupied orbital energy (spin up / spin down): -10.860 / -11.143 eV. The LUMO energy (spin up / spin down) is -5.05 / -5.12 eV. The energy above the lowest of the compared OMol25 structures with the same formula, charge and spin comes out at 274.1 kJ/mol.